[1]
DFT (wB97M-V/def2-TZVPD) results for a molecular structure, C41H44F10N8O6PPbSTe.

Summary:
Total charge   -1
Energy above the lowest of the compared OMol25 structures with the same formula, charge and spin   69.99 kJ/mol
HOMO-LUMO gap   6.5250 eV

Last column: Löwdin charge in e.
Atoms and positions in Å:
Pb1 0.128 0.036 0.209  1.409
C1 -2.845 -0.082 -1.718  -0.098
N1 -1.923 0.856 -1.108  -0.340
C2 -2.582 1.672 -0.101  -0.217
C3 -3.051 0.869 1.110  -0.237
N2 -1.979 0.079 1.682  -0.066
C4 -2.044 -0.276 2.951  -0.228
C5 -2.921 0.194 3.987  -0.122
F1 -3.979 1.020 3.727  0.039
C6 -2.787 -0.139 5.320  -0.162
F2 -3.630 0.417 6.217  0.089
C7 -1.814 -1.022 5.764  -0.160
F3 -1.668 -1.316 7.079  0.074
C8 -1.019 -1.614 4.788  -0.166
F4 -0.130 -2.572 5.130  0.091
C9 -1.157 -1.275 3.465  -0.181
F5 -0.421 -2.013 2.597  0.030
C10 -1.238 1.647 -2.125  -0.214
C11 -0.429 2.802 -1.552  -0.258
N3 0.443 2.405 -0.458  -0.109
C12 1.212 3.362 0.047  -0.212
C13 1.146 4.766 -0.221  -0.123
F6 0.261 5.302 -1.116  0.039
C14 1.945 5.709 0.397  -0.160
F7 1.768 7.014 0.096  0.089
C15 2.911 5.353 1.324  -0.158
F8 3.683 6.280 1.937  0.077
C16 3.056 3.994 1.585  -0.150
F9 4.010 3.582 2.445  0.095
C17 2.262 3.058 0.962  -0.151
F10 2.544 1.773 1.239  0.052
H1 -3.763 0.422 -2.068  0.097
H2 -2.358 -0.568 -2.564  0.053
H3 -3.104 -0.843 -0.986  0.070
H4 -1.864 2.400 0.273  0.102
H5 -3.446 2.210 -0.531  0.130
H6 -3.453 1.606 1.809  0.108
H7 -3.878 0.199 0.826  0.111
H8 -0.553 0.979 -2.656  0.092
H9 -1.958 2.067 -2.849  0.129
H10 0.181 3.202 -2.372  0.119
H11 -1.117 3.593 -1.229  0.107
N4 -0.679 -7.012 2.736  0.095
C18 0.088 -5.984 2.207  -0.334
C19 0.010 -5.672 0.849  -0.044
C20 0.816 -4.683 0.318  -0.080
C21 1.702 -4.009 1.134  -0.265
C22 1.801 -4.314 2.480  -0.058
C23 0.999 -5.299 3.015  -0.023
S1 2.689 -2.654 0.519  0.572
O1 2.468 -2.571 -0.916  -0.548
O2 4.056 -2.865 0.919  -0.290
N5 1.966 -1.356 1.125  -0.247
C24 1.999 -0.901 2.366  -0.539
N6 1.152 0.143 2.562  0.005
C25 1.181 0.763 3.720  -0.125
C26 2.017 0.353 4.749  -0.049
C27 2.777 -0.779 4.488  -0.126
N7 2.778 -1.406 3.330  0.145
H12 -1.531 -7.206 2.234  0.080
H13 -0.786 -6.989 3.739  0.086
H14 -0.686 -6.210 0.218  0.115
H15 0.754 -4.410 -0.726  0.041
H16 2.497 -3.753 3.084  0.099
H17 1.060 -5.550 4.063  0.110
H18 0.508 1.606 3.829  0.128
H19 2.059 0.870 5.694  0.094
H20 3.428 -1.198 5.248  0.108
C28 3.508 -1.513 -3.674  -0.163
O3 3.887 -0.628 -2.656  -0.328
P1 2.769 0.056 -1.641  0.801
O4 2.358 1.388 -2.511  -0.365
C29 3.288 2.390 -2.863  -0.132
O5 3.911 0.767 -0.746  -0.339
C30 4.748 0.049 0.137  -0.115
H21 4.424 -1.916 -4.112  0.089
H22 2.944 -0.985 -4.450  0.069
H23 2.904 -2.326 -3.264  0.030
H24 2.789 3.055 -3.570  0.083
H25 4.176 1.960 -3.331  0.080
H26 3.594 2.956 -1.982  0.079
H27 5.473 0.767 0.523  0.093
H28 5.266 -0.756 -0.385  0.085
H29 4.192 -0.383 0.966  0.049
C31 -0.045 -1.802 -4.572  -0.365
Te1 0.109 -2.389 -2.438  1.427
C32 -1.654 -3.544 -3.103  -0.387
C33 -1.484 -3.816 -4.554  -0.295
C34 -2.084 -4.904 -5.171  -0.049
C35 -1.920 -5.120 -6.529  -0.103
C36 -1.142 -4.249 -7.271  -0.103
C37 -0.521 -3.172 -6.654  -0.046
C38 -0.688 -2.944 -5.295  -0.290
H30 0.928 -1.573 -5.000  0.033
H31 -0.663 -0.906 -4.664  0.056
H32 -2.570 -2.980 -2.932  0.054
H33 -1.733 -4.469 -2.536  0.049
H34 -2.676 -5.589 -4.576  0.108
H35 -2.387 -5.975 -7.001  0.095
H36 -1.014 -4.411 -8.333  0.094
H37 0.108 -2.516 -7.241  0.109
C39 -4.333 -4.305 -0.019  -0.034
N8 -3.335 -4.078 0.997  -0.178
C40 -3.702 -4.362 2.357  -0.051
C41 -2.187 -3.460 0.676  -0.324
O6 -1.924 -3.048 -0.434  -0.101
H38 -4.772 -5.296 0.109  0.087
H39 -3.831 -4.245 -0.984  0.078
H40 -5.123 -3.550 0.027  0.096
H41 -4.019 -5.403 2.458  0.083
H42 -4.526 -3.715 2.675  0.093
H43 -2.851 -4.188 3.012  0.088
H44 -1.495 -3.394 1.514  0.120

[2]
DFT (wB97M-V/def2-TZVPD) results for a molecular structure, C41H45AsN4O3Si2W.

Summary:
Energy above the lowest of the compared OMol25 structures with the same formula, charge and spin   0.00 kJ/mol
HOMO-LUMO gap   6.0860 eV

Last column: Löwdin charge in e.
Atoms and positions in Å:
W1 0.213 0.088 0.301  1.607
O1 1.163 -1.577 -0.034  -0.353
C1 0.830 -2.935 0.039  -0.461
C2 -0.374 -3.152 -0.853  -0.066
C3 -1.654 -2.497 -0.420  -0.218
C4 -2.788 -3.251 -0.688  -0.018
C5 -4.041 -2.753 -0.423  -0.016
C6 -4.112 -1.480 0.092  -0.003
C7 -2.960 -0.742 0.319  -0.219
C8 -3.175 0.652 0.803  -0.068
C9 -2.485 1.675 -0.111  -0.488
O2 -1.134 1.654 0.188  -0.499
C10 -2.794 1.357 -1.575  -0.162
C11 -4.089 1.528 -2.060  -0.020
C12 -4.414 1.178 -3.360  -0.068
C13 -3.444 0.655 -4.208  -0.085
C14 -2.148 0.498 -3.744  -0.069
C15 -1.833 0.849 -2.436  -0.043
C16 -2.958 3.102 0.208  -0.150
C17 -2.460 4.129 -0.593  -0.029
C18 -2.802 5.446 -0.351  -0.071
C19 -3.652 5.764 0.703  -0.091
C20 -4.144 4.753 1.509  -0.080
C21 -3.797 3.427 1.263  -0.031
N1 -1.714 -1.235 0.085  0.104
C22 1.991 -3.754 -0.537  -0.142
C23 2.307 -5.015 -0.043  -0.021
C24 3.328 -5.757 -0.620  -0.076
C25 4.045 -5.246 -1.690  -0.084
C26 3.737 -3.987 -2.185  -0.076
C27 2.711 -3.249 -1.615  -0.030
C28 0.581 -3.305 1.500  -0.170
C29 -0.418 -4.179 1.907  -0.036
C30 -0.578 -4.495 3.252  -0.075
C31 0.264 -3.939 4.201  -0.085
C32 1.271 -3.069 3.800  -0.061
C33 1.429 -2.757 2.461  -0.024
H1 -0.567 -4.217 -0.972  0.127
H2 -0.093 -2.785 -1.846  0.145
H3 -2.657 -4.238 -1.108  0.122
H4 -4.933 -3.331 -0.626  0.120
H5 -5.066 -1.016 0.296  0.121
H6 -2.799 0.797 1.818  0.144
H7 -4.252 0.812 0.815  0.112
H8 -4.849 1.949 -1.411  0.126
H9 -5.425 1.321 -3.718  0.105
H10 -3.694 0.391 -5.227  0.103
H11 -1.377 0.116 -4.401  0.106
H12 -0.795 0.771 -2.121  0.081
H13 -1.782 3.884 -1.402  0.119
H14 -2.403 6.232 -0.980  0.103
H15 -3.923 6.794 0.894  0.101
H16 -4.798 4.989 2.339  0.101
H17 -4.186 2.663 1.923  0.104
H18 1.766 -5.417 0.804  0.113
H19 3.573 -6.733 -0.219  0.102
H20 4.856 -5.816 -2.126  0.103
H21 4.317 -3.564 -2.993  0.100
H22 2.494 -2.255 -1.985  0.110
H23 -1.082 -4.636 1.183  0.109
H24 -1.362 -5.177 3.554  0.102
H25 0.139 -4.182 5.248  0.101
H26 1.932 -2.630 4.536  0.107
H27 2.207 -2.074 2.144  0.122
N2 6.053 -1.330 -1.653  0.110
C34 5.350 -0.545 -1.179  -0.369
N3 4.643 0.438 -0.636  0.100
C35 3.425 0.350 -0.316  -0.340
N4 2.336 0.501 0.101  -0.134
C36 2.862 3.656 -2.508  -0.238
Si1 2.972 4.063 -0.679  0.250
C37 2.321 5.805 -0.441  -0.224
C38 4.765 3.917 -0.174  -0.216
As1 1.240 2.785 0.358  0.933
Si2 2.251 2.849 2.498  0.246
C39 1.157 2.163 3.849  -0.226
C40 3.839 1.852 2.611  -0.212
C41 2.616 4.639 2.946  -0.227
H28 3.519 4.306 -3.093  0.030
H29 1.843 3.779 -2.882  0.020
H30 3.168 2.624 -2.694  0.019
H31 2.970 6.477 -1.012  0.037
H32 2.310 6.146 0.594  0.009
H33 1.309 5.900 -0.837  0.022
H34 5.376 4.571 -0.802  0.035
H35 5.122 2.894 -0.302  0.006
H36 4.937 4.204 0.864  0.014
H37 0.955 1.105 3.689  -0.005
H38 0.207 2.694 3.936  0.033
H39 1.695 2.268 4.796  0.034
H40 3.646 0.788 2.463  0.019
H41 4.236 1.980 3.624  0.036
H42 4.613 2.150 1.905  0.007
H43 1.719 5.260 2.934  0.032
H44 3.361 5.100 2.298  0.002
H45 3.015 4.650 3.965  0.034
O3 0.120 0.054 1.956  -0.370

[3]
DFT (wB97M-V/def2-TZVPD) results for a molecular structure, C41H45BaNP2.

Summary:
HOMO-LUMO gap   4.8114 eV

Last column: Löwdin charge in e.
Atoms and positions in Å:
Ba1 -0.137 1.186 2.271  1.486
C1 -1.549 1.015 -4.984  -0.096
C2 -1.554 -0.262 -4.568  -0.134
C3 -0.733 -1.383 -5.153  -0.188
C4 0.622 -0.982 -5.781  -0.196
C5 1.497 -0.157 -4.877  -0.111
C6 1.508 1.177 -4.761  -0.110
C7 0.674 2.144 -5.553  -0.181
C8 -0.688 1.616 -6.062  -0.201
C9 2.179 0.855 4.034  -0.366
H1 -2.275 1.724 -4.577  0.103
H2 -2.314 -0.571 -3.849  0.093
H3 -1.344 -1.884 -5.927  0.121
H4 -0.538 -2.139 -4.371  0.104
H5 1.163 -1.922 -5.968  0.112
H6 0.464 -0.507 -6.759  0.098
H7 2.238 -0.759 -4.343  0.099
H8 2.292 1.650 -4.167  0.080
H9 1.271 2.471 -6.424  0.121
H10 0.485 3.047 -4.945  0.112
H11 -1.232 2.494 -6.445  0.110
H12 -0.541 0.936 -6.912  0.096
H13 2.164 1.795 4.621  -0.090
H14 3.168 0.712 3.584  -0.100
H15 1.991 -0.001 4.711  -0.085
P1 -1.276 -0.567 0.087  0.873
P2 1.970 0.065 0.270  0.889
C10 -0.198 -0.707 -1.330  -0.282
C11 1.165 -0.517 -1.221  -0.295
C12 -2.234 -2.037 0.503  -0.389
C13 -2.613 -2.875 -0.554  -0.107
C14 -3.346 -4.026 -0.281  -0.087
C15 -3.678 -4.349 1.034  -0.075
C16 -3.278 -3.530 2.098  -0.056
C17 -2.547 -2.374 1.840  -0.058
C18 -2.451 0.855 -0.091  -0.384
C19 -1.983 2.194 -0.032  -0.210
C20 -2.885 3.255 -0.071  -0.087
C21 -4.252 3.007 -0.224  -0.076
C22 -4.725 1.692 -0.283  -0.067
C23 -3.835 0.624 -0.189  -0.075
C24 3.459 -0.895 0.611  -0.366
C25 3.315 -2.165 1.208  -0.089
C26 4.433 -2.950 1.476  -0.076
C27 5.713 -2.458 1.170  -0.080
C28 5.870 -1.180 0.614  -0.080
C29 4.747 -0.394 0.354  -0.081
C30 2.531 1.798 -0.025  -0.393
C31 2.730 2.715 1.034  -0.128
C32 3.161 4.017 0.757  -0.071
C33 3.412 4.395 -0.570  -0.081
C34 3.216 3.495 -1.625  -0.075
C35 2.761 2.206 -1.346  -0.102
H16 -0.680 -0.924 -2.295  0.036
H17 1.817 -0.755 -2.065  0.059
H18 -2.320 -2.602 -1.570  0.095
H19 -3.655 -4.661 -1.112  0.104
H20 -4.257 -5.256 1.237  0.108
H21 -3.541 -3.793 3.123  0.117
H22 -2.211 -1.733 2.665  0.085
H23 -0.894 2.410 0.005  0.055
H24 -2.521 4.289 -0.023  0.114
H25 -4.953 3.844 -0.327  0.111
H26 -5.791 1.499 -0.421  0.111
H27 -4.204 -0.407 -0.187  0.108
H28 2.313 -2.533 1.446  0.106
H29 4.321 -3.950 1.918  0.111
H30 6.597 -3.076 1.372  0.106
H31 6.872 -0.796 0.379  0.108
H32 4.864 0.606 -0.061  0.100
H33 2.605 2.387 2.083  0.047
H34 3.322 4.740 1.568  0.114
H35 3.774 5.408 -0.793  0.108
H36 3.422 3.784 -2.665  0.108
H37 2.581 1.492 -2.155  0.072
C36 -3.060 1.271 4.546  -0.103
C37 -2.366 0.102 5.119  -0.456
C38 -2.718 -0.583 6.315  -0.105
C39 -1.794 -1.636 6.455  -0.103
C40 -0.912 -1.554 5.345  -0.433
C41 0.201 -2.483 5.089  -0.091
N1 -1.269 -0.494 4.538  -0.054
H38 -4.133 1.039 4.415  0.076
H39 -2.648 1.556 3.548  0.000
H40 -2.964 2.142 5.223  0.074
H41 -3.531 -0.323 6.965  0.071
H42 -1.735 -2.375 7.229  0.073
H43 0.890 -2.492 5.952  0.075
H44 -0.177 -3.512 4.945  0.066
H45 0.761 -2.174 4.183  0.055

[4]
DFT (wB97M-V/def2-TZVPD) results for a molecular structure, C41H45BrIN5ORh.

Summary:
<S²>   6.08
Spin multiplicity   5
Total charge   +1
Energy above the lowest of the compared OMol25 structures with the same formula, charge and spin   98.12 kJ/mol
HOMO-LUMO gap (alpha / beta)   5.3829 / 5.9178 eV

Last column: Löwdin charge in e.
Atoms and positions in Å:
Rh1 -0.607 0.020 0.386  0.812
C1 4.164 -2.344 -0.688  -0.013
C2 3.993 -0.168 1.585  -0.234
C3 4.213 1.057 2.333  -0.043
C4 2.748 -0.879 1.844  -0.111
C5 2.827 -2.219 2.330  -0.025
C6 1.732 -2.862 2.895  -0.071
C7 0.655 -2.125 3.373  -0.076
C8 0.575 -0.728 3.092  -0.192
C9 -0.186 0.012 4.194  -0.357
C10 -0.252 1.552 4.076  -0.068
C11 -1.622 -0.551 4.470  -0.074
C12 1.499 -0.157 2.163  -0.178
N1 0.878 0.809 1.278  -0.107
C13 1.344 2.061 1.104  -0.068
C14 0.923 2.915 0.086  -0.114
C15 1.490 4.233 0.136  -0.012
C16 0.984 5.255 -0.634  -0.057
C17 0.072 4.996 -1.678  -0.020
C18 -0.554 3.739 -1.743  -0.022
C19 -0.172 2.688 -0.898  -0.168
N2 -0.942 1.487 -0.857  -0.092
C20 -2.125 1.301 -1.573  -0.209
C21 -3.354 1.799 -0.992  -0.150
C22 -4.585 1.553 -1.579  -0.015
C23 -4.623 0.631 -2.692  -0.032
C24 -3.430 0.121 -3.218  -0.050
C25 -2.168 0.428 -2.731  -0.125
C26 -0.917 -0.204 -3.348  -0.335
C27 0.460 0.558 -3.251  -0.059
C28 -0.693 -1.743 -3.074  -0.072
C29 -3.277 2.679 0.269  -0.383
C30 -4.045 2.056 1.436  -0.062
C31 -3.756 4.121 -0.059  -0.051
H1 4.332 -3.385 -0.226  0.133
H2 4.105 -2.519 -1.758  0.088
H3 3.198 -2.021 -0.273  0.066
H4 5.807 0.132 0.749  0.131
H5 4.261 1.953 1.654  0.106
H6 5.162 1.005 2.814  0.087
H7 3.419 1.273 3.074  0.093
H8 3.693 -2.844 2.150  0.117
H9 1.702 -3.976 2.976  0.129
H10 -0.213 -2.591 3.868  0.110
H11 0.361 -0.096 5.135  0.142
H12 -0.795 1.894 3.234  0.049
H13 0.792 1.921 4.040  0.078
H14 -0.628 1.906 5.054  0.094
H15 -1.550 -1.487 5.054  0.070
H16 -2.140 -0.829 3.495  0.049
H17 -2.309 0.135 5.047  0.095
H18 2.007 2.516 1.872  0.128
H19 2.301 4.390 0.835  0.117
H20 1.361 6.246 -0.516  0.104
H21 -0.236 5.803 -2.375  0.130
H22 -1.338 3.714 -2.483  0.122
H23 -5.523 1.819 -1.118  0.109
H24 -5.587 0.291 -3.103  0.111
H25 -3.485 -0.567 -4.023  0.106
H26 -1.034 -0.247 -4.479  0.142
H27 1.046 0.209 -2.413  0.052
H28 0.243 1.608 -3.174  0.048
H29 1.053 0.226 -4.168  0.109
H30 -0.322 -1.967 -2.115  0.000
H31 -0.066 -2.011 -3.950  0.097
H32 -1.649 -2.238 -3.152  0.058
H33 -2.215 2.763 0.532  0.103
H34 -5.117 1.956 1.192  0.083
H35 -3.878 2.556 2.393  0.083
H36 -3.725 1.012 1.569  0.062
H37 -4.856 4.068 -0.203  0.084
H38 -3.402 4.400 -1.080  0.078
H39 -3.421 4.877 0.677  0.089
N3 7.960 -1.944 -2.801  0.154
C32 6.844 -2.349 -2.070  -0.503
O1 6.306 -3.401 -2.321  0.061
C33 6.416 -1.328 -1.084  -0.107
C34 5.217 -1.366 -0.331  -0.180
N4 4.984 -0.463 0.690  0.137
C35 7.393 -0.327 -0.823  -0.223
N5 8.030 0.635 -0.599  0.163
H40 8.590 -1.200 -2.546  0.084
H41 8.298 -2.579 -3.497  0.105
Br1 -1.507 -5.272 -1.472  0.762
C36 -3.164 -4.421 -1.160  -0.748
C37 -4.201 -4.925 -1.922  -0.142
C38 -5.521 -4.780 -1.488  -0.051
C39 -5.802 -3.916 -0.432  -0.091
C40 -4.826 -3.197 0.175  -0.143
C41 -3.498 -3.418 -0.208  -0.583
I1 -1.806 -2.401 0.701  1.043
H42 -4.113 -5.685 -2.677  0.102
H43 -6.326 -5.372 -1.875  0.110
H44 -6.850 -3.727 -0.101  0.131
H45 -5.029 -2.550 0.998  0.098

Looking at maximum force for the records above, in order, we have 2.5, 2.1, 3.1, 5.8 eV Å⁻¹.